The following is a DFT calculation (ωB97M-V/def2-TZVPD) of a molecular structure, C60H45N9P2RbS in a non-equilibrium geometry.

Properties
energy	-106429.304	eV
HOMO level (alpha / beta)	-3.37 / -3.37	eV
multiplicity	1
net charge	-1
frontier orbital gap (alpha / beta)	4.92 / 4.92	eV

Each line ends with the Mulliken charge.
Positions of all 118 atoms, in Å:
Rb: -15.629 10.128 7.806  0.937
C: -18.164 4.117 10.753  -0.561
C: -17.576 3.549 9.632  -1.027
C: -16.646 4.345 9.042  0.293
C: -16.387 5.640 9.449  0.772
C: -15.476 6.722 8.907  -1.320
N: -15.789 7.800 9.459  0.110
C: -16.763 7.656 10.482  -1.644
N: -17.383 8.542 11.222  -0.384
C: -17.142 9.826 11.220  -0.070
C: -17.859 10.908 11.802  0.866
C: -19.192 10.857 12.285  -1.083
C: -19.714 12.119 12.465  -0.345
C: -19.078 13.334 12.194  -0.981
C: -17.757 13.224 11.692  0.026
C: -17.060 12.038 11.551  0.257
C: -15.895 11.613 10.914  -0.399
N: -14.974 12.608 10.547  -0.549
C: -13.860 12.284 9.986  -0.024
N: -13.544 11.034 9.560  -0.376
C: -12.446 11.101 8.772  -0.382
N: -11.830 10.129 7.936  -0.551
C: -12.362 8.963 7.748  -0.073
N: -13.574 8.440 8.070  0.053
C: -13.610 7.165 7.689  0.495
N: -14.522 6.341 7.971  -0.201
C: -12.412 6.811 6.849  -0.145
C: -12.191 5.721 6.085  -0.237
C: -11.048 5.690 5.328  -0.587
C: -10.175 6.770 5.382  -0.468
C: -10.430 7.882 6.175  0.114
C: -11.641 7.918 6.879  -0.205
C: -11.866 12.393 8.723  0.831
C: -10.710 12.954 8.266  -0.132
C: -10.488 14.286 8.285  -0.654
C: -11.499 15.127 8.832  -0.651
C: -12.630 14.543 9.396  -0.042
C: -12.814 13.201 9.422  -0.051
N: -15.979 10.319 10.591  -0.231
C: -17.177 6.293 10.395  0.849
C: -17.961 5.433 11.197  0.532
H: -18.924 3.576 11.256  0.383
H: -17.784 2.542 9.268  0.416
H: -16.095 4.178 8.102  0.374
H: -19.702 9.921 12.402  0.565
H: -20.747 12.113 12.806  0.331
H: -19.456 14.353 12.324  0.375
H: -17.342 14.193 11.420  0.418
H: -12.828 4.839 6.138  0.447
H: -10.789 4.761 4.815  0.346
H: -9.197 6.727 4.876  0.324
H: -9.710 8.740 6.038  0.369
H: -9.931 12.252 7.895  0.360
H: -9.692 14.734 7.797  0.467
H: -11.244 16.208 8.859  0.303
H: -13.410 15.106 9.918  0.459
H: -18.534 5.807 12.080  0.382
C: -25.290 9.223 8.778  -0.695
S: -24.333 10.702 8.232  -0.121
C: -22.793 9.892 7.782  -0.663
C: -22.067 9.293 8.945  0.384
C: -20.575 9.223 8.804  -0.625
N: -20.275 8.099 7.909  0.382
P: -18.854 8.686 6.915  0.821
C: -19.877 9.810 5.909  1.004
C: -21.114 9.441 5.478  -0.950
C: -21.857 10.319 4.716  -0.661
C: -21.357 11.583 4.435  -0.676
C: -20.101 11.970 4.864  -0.512
C: -19.398 11.089 5.626  -0.852
C: -18.585 7.241 5.705  -0.184
C: -19.219 6.859 4.553  0.130
C: -18.707 5.773 3.854  -0.569
C: -17.576 5.099 4.179  -0.801
C: -16.847 5.504 5.239  -0.341
C: -17.391 6.564 6.036  0.578
P: -20.237 6.415 8.478  0.988
C: -21.461 6.291 9.829  -0.101
C: -22.669 5.590 9.751  0.070
C: -23.567 5.517 10.815  -0.866
C: -23.267 6.120 12.027  -0.815
C: -22.112 6.830 12.110  -1.025
C: -21.159 6.938 11.031  0.549
C: -21.322 5.772 7.062  0.365
C: -20.918 4.687 6.328  -0.771
C: -21.717 4.071 5.330  -0.833
C: -22.831 4.712 4.921  -0.525
C: -23.234 5.933 5.501  -0.851
C: -22.538 6.357 6.639  -0.823
H: -26.198 9.546 9.261  0.435
H: -24.740 8.686 9.529  0.116
H: -25.533 8.602 7.875  0.180
H: -22.261 10.704 7.350  0.160
H: -22.993 9.224 6.975  0.190
H: -22.510 8.317 9.153  -0.728
H: -22.338 9.875 9.754  0.910
H: -20.011 9.191 9.813  -0.993
H: -20.140 10.074 8.290  1.052
H: -21.578 8.461 5.644  0.593
H: -22.856 9.911 4.333  0.286
H: -21.924 12.215 3.740  0.361
H: -19.658 12.948 4.519  0.345
H: -18.426 11.414 5.954  0.399
H: -20.149 7.367 4.251  0.225
H: -19.264 5.495 2.962  0.379
H: -17.280 4.253 3.587  0.404
H: -15.882 5.022 5.495  0.386
H: -16.823 6.903 6.879  -0.297
H: -23.027 5.277 8.745  0.217
H: -24.389 4.835 10.716  0.463
H: -23.993 6.214 12.781  0.415
H: -21.820 7.327 13.035  0.395
H: -20.163 7.407 11.146  0.263
H: -20.000 4.200 6.477  0.610
H: -21.390 3.158 4.905  0.468
H: -23.396 4.254 4.085  0.280
H: -24.070 6.427 5.057  0.573
H: -22.881 7.254 7.088  0.820

Atoms 1-2, force components in eV/Å:
Rb -0.301 0.171 0.196
C -0.656 0.695 0.678